(1)
17
Properties=species:S:1:pos:R:3:forces:R:3 method="wB97M-V/def2-TZVPD" homo_lumo_gap_ev=9.672 energy_ha=-455.13117 relative_energy_kcal_mol=142.64
C 0.576 0.508 0.128 1.1 -0.9 -1.4
H 3.606 0.124 -1.170 -5.7 -0.1 -0.3
N 1.799 0.789 -0.043 -0.2 -0.5 -1.2
C -0.410 0.981 1.080 -1.9 0.0 1.3
H -0.893 0.581 -1.766 -0.8 1.3 -1.1
H -1.670 -0.345 2.399 0.6 -0.1 0.0
H -0.450 1.916 1.654 0.8 -0.4 -0.2
H -2.349 -1.268 0.174 1.7 2.2 -0.4
N 2.292 -0.017 -1.151 3.9 1.2 -1.3
H 1.783 0.281 -2.104 1.9 -0.6 2.7
C -0.274 -0.604 -0.650 4.1 -2.0 0.6
C -0.831 -0.432 1.693 -0.5 1.2 -1.0
O -1.620 0.957 0.193 -0.4 -0.9 1.0
H -0.022 -1.142 1.949 -0.6 0.5 0.0
H 0.350 -1.584 -0.667 -1.3 1.5 0.3
O -0.457 -0.238 -1.977 -0.5 -0.1 0.1
C -1.431 -0.509 0.258 -2.5 -2.1 0.9


(2)
107
Properties=species:S:1:pos:R:3:forces:R:3 method="wB97M-V/def2-TZVPD" homo_lumo_gap_ev=5.595 energy_ha=-8570.64901 total_charge=+1
H -6.368 1.691 -4.624 -0.1 0.0 -0.1
C 3.713 3.109 -2.462 -0.3 -0.2 0.1
C 1.868 2.618 -4.844 0.5 0.4 0.7
H -0.758 -1.026 4.247 -0.2 0.1 0.1
N -2.596 -2.834 1.220 -0.2 0.8 -0.4
C 2.621 -2.384 0.707 -0.2 0.1 -0.4
C 4.179 2.579 0.013 0.6 -0.9 0.0
H 1.056 1.579 -1.067 0.0 -0.1 0.2
H -5.604 -2.395 -0.974 0.2 -0.1 -0.1
H -2.707 -3.070 -3.718 -0.3 0.1 -0.1
C 1.987 0.238 2.739 -0.2 0.2 0.4
C 1.023 5.364 -1.557 -0.4 0.3 -0.1
C 0.295 6.549 -1.390 -0.1 -0.2 -0.4
C 1.241 -0.641 3.684 -0.3 0.3 0.2
C -7.426 0.566 -3.136 0.0 0.0 0.0
H -1.538 -1.061 0.634 0.1 0.0 -0.2
C 3.066 -1.658 1.717 0.2 -0.4 0.3
H -9.017 -0.106 -4.407 0.0 0.0 -0.1
C -0.502 7.040 -2.427 0.3 -0.7 -0.2
C 6.673 -1.281 6.270 -0.2 -0.1 -0.1
C -0.223 -2.444 -4.082 0.2 -0.3 0.0
H -7.176 -2.653 1.635 0.0 0.0 0.2
H -2.430 -0.982 2.119 -0.2 0.0 0.0
C -0.251 -0.812 3.310 0.4 -0.5 0.3
O -7.201 0.373 -1.964 0.0 0.1 0.0
C 7.134 -2.707 6.085 0.1 0.0 0.1
Br 1.627 -1.526 -0.645 -0.1 0.0 -0.1
F 5.447 2.516 0.535 0.1 0.1 0.0
C -0.559 6.330 -3.622 0.4 -0.5 0.3
H -5.254 -0.933 1.651 0.0 0.2 0.1
F 3.805 3.866 0.110 -0.3 0.4 0.1
C 8.500 -3.053 6.618 -0.1 -0.2 -0.1
H 5.214 1.807 -1.656 0.3 0.0 0.2
H 0.336 7.087 -0.456 0.1 0.0 0.1
H 1.279 -0.105 4.632 0.1 0.0 0.2
H -4.132 -2.598 2.600 0.2 0.0 0.2
H 3.618 1.162 -1.524 -0.1 -0.2 0.3
C -2.318 -3.405 -0.047 0.4 -0.8 -0.1
H 0.871 2.440 -5.225 -0.1 -0.2 -0.1
H -6.608 2.537 -3.082 0.0 0.0 0.0
C -2.208 -3.479 -2.848 0.9 -0.3 0.0
H 7.360 -0.597 5.769 0.1 0.0 0.1
H 3.917 4.134 -2.166 0.2 0.1 0.1
H -7.419 -0.758 -4.822 -0.1 0.1 -0.1
H -6.556 -3.932 0.564 0.0 -0.2 0.3
H 4.300 2.939 -3.360 0.1 0.0 -0.2
C -4.807 -1.531 0.859 -0.2 -0.1 0.0
C 1.848 1.647 2.832 -0.4 -0.3 -0.5
H -0.727 -2.887 2.888 0.0 -0.1 0.2
H 2.283 -4.235 -0.289 -0.2 0.0 -0.1
S -2.684 -2.445 -1.457 -0.3 0.4 0.1
H 2.548 3.477 1.972 -0.1 0.2 0.0
H -0.654 0.130 2.952 -0.1 0.2 -0.3
H -0.228 -3.253 -2.115 0.2 -0.1 0.2
O 1.725 2.842 5.265 0.2 -0.1 0.0
H 5.677 -1.161 5.847 0.0 0.0 0.0
H -1.174 6.678 -4.435 -0.1 0.1 -0.1
H 1.626 5.004 -0.733 0.1 0.0 0.1
H 0.380 3.667 3.454 -0.2 -0.3 -0.4
C 2.561 2.400 1.951 -0.2 0.1 0.3
H 1.167 0.703 -2.624 0.1 -0.3 0.1
C 3.355 1.756 1.000 0.2 0.7 -0.7
H -0.126 1.831 -2.352 -0.2 0.1 0.1
N 3.498 0.474 0.913 -0.3 -0.3 0.7
H -0.339 -4.483 -3.324 0.0 -0.2 -0.2
N 2.812 -0.247 1.818 0.4 -0.1 -0.3
C -5.960 -1.949 -0.049 -0.3 0.0 0.2
C 0.980 4.632 -2.751 -0.1 0.4 -0.2
C -4.032 -2.687 1.524 -0.1 -0.1 -0.3
H -0.219 1.718 4.459 -0.2 0.0 -0.5
H -4.154 -0.861 0.303 0.2 0.0 0.0
H -0.370 -2.813 -5.093 -0.1 0.1 -0.2
H 2.651 -4.399 1.416 0.1 0.0 0.2
H -0.746 -1.500 -3.962 -0.2 0.1 0.0
Br 4.170 -2.403 3.043 0.1 0.2 0.1
C -7.068 1.870 -3.807 0.1 0.0 0.2
H 8.711 -4.102 6.424 0.0 0.0 0.0
C 2.879 -3.833 0.520 0.0 -0.1 -0.3
Si 1.899 3.014 -3.004 -0.5 0.0 -0.4
C 0.176 5.144 -3.783 -0.3 0.6 0.4
H 1.716 -1.594 3.872 0.1 -0.2 -0.2
C 0.925 1.648 -2.143 0.2 0.2 -0.3
H -8.285 -1.371 -3.398 0.0 0.0 0.0
C -6.945 -2.919 0.610 0.2 0.0 -0.6
H -7.965 2.343 -4.208 0.0 0.0 -0.1
O 6.441 -3.533 5.536 -0.2 0.1 -0.2
H -7.866 -2.929 0.034 -0.2 0.0 0.0
H 0.838 -2.241 -3.958 0.2 0.0 -0.1
H 6.640 -1.034 7.332 0.1 0.1 0.0
H 9.259 -2.439 6.130 0.0 0.1 0.1
C -8.080 -0.487 -3.998 0.0 -0.1 0.2
C -1.805 -1.641 1.518 -0.2 -0.1 0.8
H 0.081 4.638 -4.731 0.1 -0.2 -0.1
H 2.308 3.471 -5.356 0.0 0.1 -0.2
H -2.527 -4.496 -2.665 -0.4 -0.1 0.1
H 3.923 -3.963 0.247 0.2 -0.2 0.1
C -0.554 -1.960 2.356 -0.2 0.3 -0.8
H 0.258 -2.141 1.662 0.3 -0.1 0.1
C -0.682 -3.486 -3.072 -0.3 0.6 0.4
H 2.530 1.774 -5.027 -0.1 -0.3 -0.2
H 8.539 -2.874 7.693 0.1 0.1 0.0
P 0.870 2.523 4.109 0.6 0.3 1.1
H -4.495 -3.635 1.270 0.0 -0.2 -0.1
C 4.193 2.076 -1.418 -0.1 0.5 -0.7
H -1.083 7.942 -2.328 0.0 0.2 0.2
H -6.504 -1.056 -0.342 0.1 0.1 0.0
S -1.669 -4.896 -0.145 0.0 -0.1 0.1


(3)
15
Properties=species:S:1:pos:R:3:forces:R:3 method="wB97M-V/def2-TZVPD" homo_lumo_gap_ev="7.306 / 8.068" energy_ha=-6796.97441 relative_energy_kcal_mol=74.93
C 2.317 -0.043 0.243 2.8 -0.2 -0.7
C -0.346 -0.037 0.099 -2.9 1.1 -1.4
C -2.867 0.191 -0.256 2.1 -2.1 1.3
Br -0.554 2.934 -0.304 1.0 -1.1 -0.1
C 0.255 -1.228 0.211 1.1 -1.0 0.7
C 0.284 1.144 -0.169 -0.6 1.2 0.8
C 1.640 1.119 -0.096 0.7 -0.8 0.8
Cl -2.945 -0.461 -1.815 -0.3 -0.2 -0.5
H 2.314 1.919 -0.073 0.1 1.8 -0.6
H 3.475 0.147 0.121 -2.3 -1.2 0.9
Br -0.670 -2.937 -0.033 0.6 0.9 0.3
C 1.672 -1.247 0.452 -1.7 -1.0 -1.1
Cl -3.412 1.729 -0.025 -1.0 0.8 0.2
H 2.033 -2.280 0.580 0.6 1.0 0.1
Cl -3.195 -0.951 1.065 -0.4 0.7 -0.6


(4)
21
Properties=species:S:1:pos:R:3:forces:R:3 method="wB97M-V/def2-TZVPD" homo_lumo_gap_ev=6.298 energy_ha=-1081.93008 relative_energy_kcal_mol=0.00 total_charge=-3
C -16.817 -16.645 16.389 1.0 -2.2 0.5
O -17.407 -14.891 13.425 -1.1 0.0 -0.3
O -23.830 -16.988 12.404 0.9 1.4 0.8
O -16.472 -15.326 16.278 -1.1 0.1 -1.1
H -20.652 -20.666 13.228 0.0 0.4 -0.1
O -23.904 -18.502 13.975 0.9 0.3 1.7
H -22.670 -17.425 14.963 0.7 0.5 1.1
O -17.683 -13.098 12.139 -0.8 0.5 -0.6
O -19.494 -20.316 10.489 0.5 -0.7 1.2
O -16.186 -17.323 17.243 -0.5 0.5 -0.1
O -22.644 -16.663 14.357 -0.2 -0.9 0.2
C -23.488 -17.393 13.531 -2.6 -1.3 -3.6
H -16.998 -15.206 15.445 0.6 1.1 0.1
O -20.735 -18.984 11.748 0.2 0.0 1.0
Rb -19.832 -17.166 13.696 0.5 0.2 -0.1
O -17.660 -17.063 15.547 -0.2 0.2 0.6
H -19.639 -13.858 11.797 -0.3 -0.3 -0.1
C -18.081 -14.163 12.660 3.1 -0.1 1.3
C -20.020 -19.999 11.584 -1.0 1.3 -3.1
O -19.916 -20.861 12.637 0.4 -1.2 0.8
O -19.344 -14.587 12.360 -0.9 0.3 -0.4


(5)
12
Properties=species:S:1:pos:R:3:forces:R:3 method="wB97M-V/def2-TZVPD" homo_lumo_gap_ev="7.226 / 8.124" energy_ha=-1142.95649 relative_energy_kcal_mol=144.79
H -2.015 1.689 0.380 0.3 1.6 0.5
C 0.664 -0.132 0.123 -0.4 2.4 0.9
N -1.457 1.349 -0.390 1.2 -0.3 0.3
C -0.128 -1.140 0.042 0.9 -0.8 0.0
S -2.385 -2.369 -0.879 0.4 1.3 0.8
H 0.406 -2.129 0.116 -1.3 0.6 -0.1
Cl 3.332 -0.088 0.629 -0.3 0.2 -0.5
C 1.751 0.827 0.253 -0.1 -1.4 1.8
H 1.754 1.538 1.111 -0.7 -0.6 -0.8
C -1.578 -1.020 -0.323 0.6 -2.6 -1.5
H 1.772 1.304 -0.680 0.8 1.0 -1.2
O -2.116 0.172 -0.382 -1.3 -1.4 -0.2


(6)
74
Properties=species:S:1:pos:R:3:forces:R:3 method="wB97M-V/def2-TZVPD" homo_lumo_gap_ev=5.538 energy_ha=-6460.10491 relative_energy_kcal_mol=90.70 total_charge=+1
H 1.616 3.650 1.574 0.1 0.2 0.0
O -5.587 -1.219 -1.563 2.6 0.0 -0.4
H 3.102 2.974 4.038 0.4 0.1 -0.3
H 1.857 -1.736 -0.306 -0.2 -0.1 -0.3
H 2.275 1.096 -0.398 0.2 -0.3 0.0
F -5.182 1.738 4.940 -0.1 0.4 0.0
H 0.665 0.035 -3.436 0.2 0.2 -0.1
H -0.807 3.975 -2.823 -0.6 0.2 -0.4
F -3.793 2.195 3.373 1.2 1.3 -0.6
H 4.178 -1.546 0.297 0.0 0.4 -0.1
C 1.109 2.407 3.368 0.3 0.2 0.1
C -4.225 1.252 4.160 -1.8 -3.1 0.5
O -1.075 -0.345 2.506 0.5 1.0 -0.2
O 4.774 -4.457 -0.626 -0.9 0.0 0.5
F -3.898 -3.340 -3.374 -0.4 -1.4 -1.0
F -3.499 -1.242 -3.571 1.2 -0.4 0.0
S -4.897 -0.222 3.154 -5.3 -0.2 0.5
O -0.868 -1.127 0.075 -0.3 1.1 0.7
O -3.530 -1.244 -0.210 1.2 0.8 0.1
H -2.246 1.057 -2.836 0.0 -0.1 0.1
H -3.510 3.594 -5.751 -0.2 -0.2 0.6
H 0.780 -3.062 0.265 0.3 -0.3 -0.1
O -3.699 -0.789 2.613 3.1 -0.7 -1.2
S -4.384 -1.967 -1.167 -3.9 -1.4 0.3
H 0.490 3.544 -1.981 1.0 -0.3 -0.5
H 1.434 -1.926 1.376 -0.1 0.0 0.1
N 2.131 3.192 4.210 -0.8 0.0 0.2
H 2.801 2.763 -0.235 0.2 0.2 -0.4
C 5.025 -5.695 -1.309 0.3 -0.1 0.7
H 1.572 1.308 -2.550 0.2 -0.2 -0.2
H 1.959 3.097 5.201 -0.1 -0.9 0.6
C -0.286 2.830 3.890 0.5 -0.5 -0.9
C 1.679 -2.480 0.470 1.4 0.1 0.8
N -0.355 3.178 -2.397 -0.6 -0.4 0.0
H 4.166 -1.888 1.961 -0.5 0.4 0.2
H 0.257 0.399 -1.808 -0.6 0.3 0.1
H 3.229 -3.532 -1.535 -0.1 1.0 0.2
H 1.914 4.176 4.137 0.4 0.7 -0.8
H 4.945 -2.864 0.936 1.0 -0.1 -0.3
O -5.804 0.280 2.132 1.4 0.8 0.6
H 6.106 -5.808 -1.385 -0.1 0.2 -0.2
F -3.267 0.774 4.989 0.5 0.7 -0.4
H 2.639 -4.849 -0.764 0.3 -0.7 0.8
V -1.912 -0.909 1.287 -1.0 -4.2 -0.1
C 3.021 -3.274 0.706 -2.0 0.2 -1.7
O -4.763 -3.300 -0.733 1.4 0.5 -0.3
H 4.695 -6.513 -0.668 -0.3 -0.1 -0.2
C 3.387 -4.073 -0.602 0.7 0.7 0.0
H 2.896 -3.955 1.548 0.5 0.2 0.1
C -1.786 1.508 -3.715 -0.4 1.5 1.2
C 2.924 1.760 0.173 0.0 0.7 -0.5
H 0.021 2.365 -4.320 0.8 0.1 0.3
Br -1.788 -3.713 2.015 0.3 2.0 -0.5
H -1.744 0.737 -4.484 0.1 0.2 -0.2
H 4.558 -5.733 -2.293 0.0 0.1 0.0
C 1.456 2.607 1.848 -0.4 -1.4 0.9
H 3.987 1.523 0.131 -0.1 -0.3 -0.3
C -2.655 2.989 -5.448 0.4 -0.4 0.3
H -1.775 3.592 -5.670 0.2 -0.1 -0.2
H -0.492 2.558 4.925 0.4 -0.2 0.1
O 2.583 1.783 1.512 -0.6 0.6 2.2
H -2.660 2.061 -6.020 0.0 0.1 -0.3
O -5.630 -1.059 4.103 1.9 1.0 -0.2
F -2.071 -2.627 -2.509 0.3 0.4 -0.5
C -0.306 1.968 -3.359 -1.0 -0.7 -0.2
H -0.456 3.903 3.806 -0.1 0.0 -0.3
C -3.345 -2.353 -2.775 -1.7 2.3 2.4
H 1.284 1.356 3.597 -0.1 0.0 -0.1
H 0.583 2.204 1.334 -0.2 0.1 -0.2
O -2.660 2.631 -4.046 1.1 -0.6 -0.1
H -0.894 2.942 -1.576 -0.8 -0.4 0.2
C 0.593 0.865 -2.734 -0.3 0.7 -0.7
H -0.987 2.234 3.305 -0.3 0.3 0.0
N 4.147 -2.252 1.020 -0.5 -2.1 -0.4


(7)
52
Properties=species:S:1:pos:R:3:forces:R:3 method="wB97M-V/def2-TZVPD" homo_lumo_gap_ev=9.185 energy_ha=-1391.72069 relative_energy_kcal_mol=23.02 smiles="NC(=O)c1ccc(-c2cccc(C(=O)O)c2)cc1.CNC(=O)[C@H](CO)NC(C)=O"
C -3.351 -1.065 -2.263 -0.6 -0.1 -0.1
H -2.318 -1.260 -2.536 -0.1 0.0 0.1
H 5.380 0.588 -3.223 0.0 0.1 -0.1
C -5.723 -1.277 -2.775 0.7 0.8 1.2
H -5.241 0.278 0.224 0.1 0.0 -0.1
C -6.019 -0.618 -1.571 0.5 0.0 0.0
H 3.290 -1.303 2.378 0.1 0.0 -0.1
C 4.189 0.132 -0.682 -1.2 0.1 -0.1
C -3.649 -0.431 -1.049 -0.7 -0.2 -0.5
H 0.294 0.937 2.316 -0.2 -0.1 0.0
N 5.125 0.954 -1.172 0.8 0.5 0.1
O -6.725 -2.788 -4.285 0.8 -0.6 0.2
C 5.168 1.425 -2.556 -0.3 -0.4 0.1
O 3.003 -2.263 0.598 0.1 -0.2 0.2
H 4.204 1.856 -2.834 0.1 -0.1 0.0
H 0.399 1.629 -0.060 -0.1 -0.1 0.1
H 5.566 3.111 2.933 -0.1 0.2 0.0
C -2.574 -0.040 -0.131 0.7 0.2 0.8
O -0.661 -0.152 4.363 -0.3 -0.1 -0.6
C 5.300 1.001 2.715 1.4 -0.4 1.5
O 3.242 -0.262 -1.363 0.4 0.0 0.2
H -0.876 -0.580 5.206 0.1 0.0 0.0
H 4.246 2.419 3.915 -0.1 0.2 0.0
H -8.488 -1.306 -4.672 0.3 0.2 0.4
H 2.205 -0.485 1.236 -0.1 0.2 0.1
H -7.053 -0.448 -1.281 0.1 0.0 -0.1
H 2.792 -2.022 -0.315 0.0 0.1 0.1
H -4.131 -2.020 -4.032 -0.1 0.1 0.2
H -3.463 -1.034 1.556 0.2 0.1 0.1
C -1.473 0.701 -0.581 0.2 0.0 0.4
N 4.494 0.954 1.654 -0.8 -0.2 -1.7
C -4.992 -0.212 -0.712 -0.1 -0.3 -0.4
H 5.196 -0.868 0.895 0.1 0.1 0.2
C -1.595 -0.101 2.118 0.8 0.9 -1.2
H 3.916 1.757 1.469 -0.1 -0.1 0.0
C 3.126 -1.063 1.326 0.0 0.0 -0.8
O 6.053 0.091 3.027 -0.2 -0.1 -0.3
C -2.623 -0.434 1.215 0.2 0.1 0.2
H 5.946 2.181 -2.673 -0.1 -0.1 0.2
H 5.937 2.156 4.385 -0.1 0.0 -0.2
C 4.310 -0.236 0.806 0.2 0.1 0.5
C 5.256 2.264 3.542 0.0 -0.1 0.0
C -1.640 -0.559 3.522 -1.6 -1.1 0.1
H 5.871 1.229 -0.550 -0.1 0.0 -0.1
C -6.793 -1.744 -3.663 -1.0 -1.0 -1.9
C -0.450 1.056 0.302 -0.4 -0.3 0.2
H -7.899 -0.023 -3.625 -0.3 -0.3 -0.2
H -1.415 1.007 -1.622 -0.1 0.0 0.1
C -4.377 -1.499 -3.110 0.0 0.1 0.2
N -7.917 -1.001 -3.889 0.2 1.2 0.8
C -0.513 0.661 1.642 -0.2 -0.1 -0.2
O -2.548 -1.292 3.880 1.0 0.6 0.3


(8)
37
Properties=species:S:1:pos:R:3:forces:R:3 method="wB97M-V/def2-TZVPD" homo_lumo_gap_ev=9.074 energy_ha=-1111.14187 relative_energy_kcal_mol=0.00 smiles=COc1ccc(CN[C@H](C)Cc2cccs2)cc1
N 0.344 0.283 -0.085 -0.1 -0.1 -0.1
H 1.736 2.687 0.241 0.0 0.1 0.0
C -2.270 -0.780 0.376 0.0 0.2 0.0
H -0.483 2.085 0.733 0.0 -0.1 0.1
C -6.285 -1.913 -0.249 0.0 -0.2 0.0
H 1.962 0.397 1.182 0.0 0.0 -0.1
H 2.023 2.061 -1.388 0.0 0.0 -0.1
C 1.761 0.520 0.110 0.2 0.0 -0.3
C -1.971 0.557 0.587 0.1 0.0 0.0
H -0.248 0.718 1.840 0.0 0.1 -0.1
C -0.547 0.987 0.819 0.0 0.1 0.0
O -5.925 -0.572 -0.033 0.2 0.3 0.1
H -5.817 -2.316 -1.153 0.0 0.0 0.0
C -3.571 -1.201 0.163 -0.3 -0.2 0.0
H -5.125 1.781 0.373 -0.1 0.1 0.0
H 7.220 -0.135 -1.013 0.2 0.0 0.0
C 2.531 -0.577 -0.651 -0.2 0.1 0.4
C 3.985 -0.565 -0.341 0.2 -0.1 0.2
H -1.465 -1.498 0.372 0.1 -0.1 0.0
C 6.183 -0.683 0.786 -0.2 -0.1 0.2
C -3.011 1.478 0.581 0.0 -0.1 0.0
H 4.905 -0.008 -2.199 -0.1 0.0 -0.2
H 3.308 2.007 -0.177 0.1 0.1 0.0
C 5.027 -0.267 -1.162 -0.2 -0.1 0.1
H 0.086 0.485 -1.047 0.0 0.0 0.0
H 2.394 -0.436 -1.725 0.0 0.0 0.0
C -4.313 1.071 0.376 -0.2 -0.1 0.0
H -2.802 2.526 0.742 0.0 0.1 0.0
H -3.762 -2.250 0.000 -0.1 -0.1 0.0
H -7.367 -1.912 -0.375 0.1 -0.1 0.0
S 4.548 -0.935 1.260 0.2 0.1 -0.5
H -6.023 -2.544 0.607 0.0 0.0 0.0
C -4.608 -0.275 0.164 0.1 0.2 0.0
C 2.236 1.909 -0.331 -0.1 -0.2 0.3
H 2.094 -1.540 -0.375 0.0 0.0 -0.1
H 6.963 -0.808 1.511 0.2 0.0 0.1
C 6.286 -0.336 -0.519 0.2 0.0 0.2